A molecular structure, C25H27BrCrN3S6, computed with ωB97M-V/def2-TZVPD.

Results
Total energy in hartree: -7140.89156
Frontier orbital gap (alpha / beta) in Eh: 0.2156 / 0.2216
Expectation value of S²: 6.026
LUMO level (alpha / beta) in eV: 2.12 / 2.12
Relative energy (zero: lowest compared OMol25 entry of this formula, charge and spin) in eV: 0.000
Max |F| in Eh/bohr: 0.0037

Geometry as ORCA input:
```
! RIJCOSX wB97M-V def2-TZVPD def2/J DEFGRID3
* xyz -1 5
Cr 0.71371 -0.57531 -0.36765
S 5.55705 -5.32441 -3.12116
C 4.42746 -4.26243 -2.52374
S 3.18787 -4.70353 -1.41957
C 2.43023 -3.14011 -1.24982
C 2.98903 -2.13858 -1.96309
S 2.44170 -0.48095 -2.00237
S 4.37966 -2.59100 -2.91913
S 1.03231 -2.96497 -0.22082
Br -2.37244 -0.54074 -1.80884
C -2.37665 -1.22290 -0.04931
C -3.54607 -1.78182 0.43976
C -3.51576 -2.32598 1.70668
C -2.32572 -2.30335 2.41960
C -1.21808 -1.72536 1.83881
N -1.23709 -1.17004 0.61654
H -4.43988 -1.77420 -0.16436
H -4.40866 -2.76638 2.13037
H -2.24784 -2.72876 3.40954
H -0.26371 -1.71911 2.34352
S -3.88196 1.35856 2.28008
C -3.07372 2.68627 1.65580
N -2.79074 3.75824 2.45584
C -2.16167 4.89437 2.04694
C -1.77005 5.03185 0.75937
C -2.02577 3.95960 -0.13203
C -2.65025 2.83019 0.30369
H -3.08220 3.65792 3.41714
H -2.00060 5.64332 2.80861
H -1.25969 5.92591 0.43475
H -1.70854 4.02951 -1.16484
H -2.83360 2.00353 -0.36472
C 1.47292 6.11589 -1.49993
C 0.97685 4.70419 -1.69242
C 0.32465 4.34373 -2.85858
C -0.04149 3.00196 -3.04102
C -0.69322 2.55748 -4.32452
C 0.19937 2.09063 -2.04228
C 0.78579 2.42340 -0.79004
C 1.20048 3.77179 -0.68073
N 0.86488 1.43926 0.14866
C 1.58208 1.68129 1.41482
C 3.08712 1.88395 1.18792
C 0.97323 2.82391 2.25858
C 1.41104 0.42480 2.27188
H 1.08716 6.78098 -2.27336
H 2.56435 6.15340 -1.54065
H 1.17578 6.51459 -0.52746
H 0.15049 5.07261 -3.64303
H -0.21786 3.02204 -5.19008
H -1.75109 2.83435 -4.34497
H -0.62633 1.47519 -4.43886
H -0.00710 1.04608 -2.22512
H 1.71636 4.12563 0.19566
H 3.28547 2.74144 0.54837
H 3.50276 1.00417 0.69342
H 3.60618 2.03866 2.13873
H 1.35118 3.81296 2.00907
H 1.19609 2.65724 3.31611
H -0.11151 2.82837 2.13359
H 1.78950 -0.47695 1.77518
H 0.35482 0.29889 2.51750
H 1.96642 0.52162 3.20766
*
```